Entry 1:
Density functional theory data (wB97M-V/def2-TZVPD) for a single C2H4BrP molecule.

Energy above the lowest of the compared OMol25 structures with the same formula, charge and spin (kcal/mol): 45.1
Energy (eV): -81467.6965
HOMO-LUMO gap (eV): 9.624
Structure (SMILES): Br[C@H]1CP1
Total charge: 0
Strongest force on any atom (eV/A): 4.94

```
8
Properties=species:S:1:pos:R:3:nbo_charge:R:1
C -0.155 0.156 0.727 -0.70
C -0.968 -0.137 -0.440 -0.43
P -0.134 -1.604 0.040 0.54
Br -3.174 0.000 0.024 -0.16
H 0.640 1.039 0.692 0.26
H -0.771 0.275 1.592 0.25
H -0.954 0.275 -1.529 0.27
H 1.130 -1.214 -0.749 -0.02
```


Entry 2:
Density functional theory data (wB97M-V/def2-TZVPD) for 12 unconnected molecules or ions with the total composition C53H87ClNO16PS.

Energy above the lowest of the compared OMol25 structures with the same formula, charge and spin (kcal/mol): 0.0
Energy (eV): -123266.2017
HOMO-LUMO gap (eV): 7.837
Structure (SMILES): CCc1cc2c(cc1Cl)C(=O)c1cc(CCCCS(=O)(=O)O)cc([PH2]=N)c1C2=O.CC(C)=O.CC(C)=O.CC(C)=O.CC(C)=O.CC(C)=O.CC(C)=O.CC(C)=O.CC(C)=O.CC(C)=O.CC(C)=O.CC(C)=O
Total charge: 0
Strongest force on any atom (eV/A): 3.74

```
160
Properties=species:S:1:pos:R:3:lowdin_charge:R:1
C 3.909 -3.414 2.804 -0.11
C 2.526 -3.594 2.057 -0.19
C 2.305 -2.285 1.275 -0.22
C 1.353 -1.359 1.715 0.05
C 1.218 -0.155 1.007 -0.08
C 2.044 0.059 -0.116 -0.09
C 2.961 -0.881 -0.584 -0.01
C 3.097 -2.079 0.127 -0.53
Cl 4.246 -3.270 -0.439 0.78
C 1.871 1.408 -0.796 -0.27
O 1.869 1.550 -2.002 0.11
C 1.675 2.560 0.189 -0.06
C 2.320 3.777 0.010 0.04
C 2.131 4.792 0.984 -0.19
C 2.916 6.104 0.759 -0.11
C 4.404 5.704 0.470 -0.19
C 5.428 6.663 1.167 -0.20
C 6.793 5.873 1.209 -0.21
S 7.142 5.079 2.796 0.61
O 8.271 5.684 3.447 -0.28
O 7.414 3.674 2.559 -0.32
O 5.879 5.178 3.799 -0.15
C 1.289 4.594 2.070 -0.03
C 0.618 3.356 2.273 -0.25
P -0.478 3.169 3.752 0.75
N -1.334 4.491 3.993 -0.33
C 0.847 2.354 1.322 -0.09
C 0.246 0.946 1.418 -0.27
O -0.896 0.714 1.752 0.08
H 4.723 -3.843 2.203 0.04
H 4.108 -2.314 2.848 0.05
H 3.879 -3.759 3.840 0.05
H 1.769 -3.640 2.853 0.10
H 2.518 -4.460 1.384 0.10
H 0.745 -1.537 2.608 0.14
H 3.556 -0.644 -1.473 0.13
H 2.968 3.909 -0.859 0.13
H 2.470 6.708 -0.044 0.12
H 2.934 6.639 1.724 0.09
H 4.635 5.718 -0.609 0.12
H 4.638 4.697 0.866 0.11
H 5.147 6.898 2.198 0.07
H 5.613 7.541 0.532 0.12
H 6.801 5.065 0.458 0.10
H 7.656 6.514 0.976 0.11
H 5.251 4.502 3.481 0.10
H 1.136 5.401 2.797 0.11
H 0.314 2.808 4.876 0.00
H -1.394 2.113 3.559 0.00
H -1.054 5.156 3.271 -0.06
C -1.642 -2.673 -2.874 -0.02
C -1.135 -2.509 -1.462 -0.49
O -0.099 -3.023 -1.102 0.06
C -1.973 -1.683 -0.526 -0.01
H -0.944 -3.290 -3.440 0.07
H -2.618 -3.162 -2.864 0.09
H -1.721 -1.697 -3.357 0.08
H -2.962 -2.134 -0.418 0.05
H -2.065 -0.663 -0.908 0.09
H -1.495 -1.648 0.452 0.07
C 1.892 10.003 3.282 -0.02
C 3.362 9.814 3.007 -0.48
O 3.837 8.712 2.843 0.06
C 4.217 11.054 2.945 -0.02
H 1.399 9.033 3.299 0.08
H 1.753 10.486 4.251 0.09
H 1.441 10.613 2.497 0.09
H 4.178 11.582 3.899 0.09
H 3.867 11.708 2.145 0.09
H 5.249 10.772 2.742 0.08
C -6.071 -1.489 0.503 -0.01
C -5.886 -2.932 0.112 -0.48
O -4.781 -3.412 -0.030 0.05
C -7.132 -3.748 -0.095 -0.03
H -5.095 -1.017 0.620 0.08
H -6.626 -0.961 -0.275 0.09
H -6.607 -1.429 1.450 0.06
H -7.728 -3.315 -0.898 0.04
H -7.712 -3.781 0.830 0.08
H -6.856 -4.764 -0.374 0.09
C 1.815 -7.700 5.120 -0.02
C 2.924 -6.703 4.895 -0.48
O 2.809 -5.798 4.100 0.07
C 4.186 -6.881 5.704 -0.02
H 0.972 -7.453 4.477 0.08
H 2.162 -8.705 4.876 0.09
H 1.486 -7.664 6.160 0.08
H 4.635 -7.851 5.484 0.09
H 3.960 -6.809 6.769 0.09
H 4.896 -6.098 5.442 0.08
C -8.522 -1.368 -4.676 -0.03
C -8.733 -2.588 -3.820 -0.48
O -7.943 -2.905 -2.956 0.05
C -9.974 -3.404 -4.084 -0.02
H -7.595 -0.878 -4.381 0.08
H -8.450 -1.657 -5.722 0.08
H -9.347 -0.674 -4.541 0.07
H -9.962 -3.778 -5.108 0.09
H -10.863 -2.791 -3.924 0.08
H -10.002 -4.251 -3.400 0.08
C -0.577 4.801 -3.978 -0.02
C 0.806 5.298 -3.644 -0.51
O 0.980 6.170 -2.819 0.05
C 1.963 4.668 -4.375 -0.02
H -1.309 5.340 -3.378 0.08
H -0.791 4.975 -5.034 0.08
H -0.654 3.736 -3.753 0.09
H 1.862 4.835 -5.449 0.08
H 1.995 3.596 -4.166 0.08
H 2.894 5.120 -4.036 0.08
C -12.010 -0.486 -8.397 -0.02
C -11.511 -0.309 -6.985 -0.48
O -10.474 -0.813 -6.613 0.05
C -12.358 0.523 -6.054 -0.02
H -11.307 -1.103 -8.954 0.08
H -12.983 -0.980 -8.389 0.09
H -12.092 0.485 -8.888 0.09
H -13.346 0.071 -5.946 0.09
H -12.455 1.537 -6.444 0.09
H -11.883 0.567 -5.075 0.08
C 6.330 -6.298 -1.009 -0.03
C 7.778 -6.573 -1.319 -0.50
O 8.193 -7.701 -1.468 0.06
C 8.693 -5.378 -1.435 -0.02
H 5.787 -7.240 -0.954 0.09
H 6.246 -5.786 -0.047 0.07
H 5.892 -5.686 -1.799 0.05
H 8.708 -4.827 -0.494 0.08
H 8.353 -4.727 -2.242 0.08
H 9.703 -5.718 -1.660 0.08
C 7.498 -0.571 3.618 -0.01
C 6.276 -0.568 4.500 -0.49
O 5.221 -1.023 4.118 0.05
C 6.423 0.028 5.878 -0.02
H 7.251 -1.026 2.660 0.08
H 7.836 0.453 3.445 0.08
H 8.295 -1.150 4.088 0.09
H 6.715 1.077 5.801 0.08
H 7.174 -0.525 6.445 0.08
H 5.470 -0.035 6.402 0.08
C -10.156 -1.316 0.753 -0.01
C -9.664 -1.151 2.170 -0.49
O -8.630 -1.659 2.542 0.06
C -10.515 -0.327 3.104 -0.02
H -9.450 -1.928 0.193 0.06
H -11.129 -1.810 0.751 0.09
H -10.234 -0.339 0.270 0.09
H -11.504 -0.779 3.203 0.09
H -10.609 0.691 2.722 0.09
H -10.044 -0.293 4.085 0.08
C 3.229 -5.266 -5.742 -0.03
C 3.773 -5.108 -4.344 -0.49
O 4.825 -5.614 -4.018 0.06
C 2.956 -4.297 -3.372 -0.04
H 3.916 -5.870 -6.332 0.08
H 2.259 -5.765 -5.710 0.08
H 3.126 -4.287 -6.214 0.08
H 1.974 -4.753 -3.237 0.09
H 2.844 -3.276 -3.744 0.09
H 3.464 -4.265 -2.407 -0.01
```


Entry 3:
Density functional theory data (wB97M-V/def2-TZVPD) for 3 unconnected molecules or ions with the total composition C4H15N2O2.

Energy above the lowest of the compared OMol25 structures with the same formula, charge and spin (kcal/mol): 62.3
Energy (eV): -11446.1136
2S+1: 2
HOMO-LUMO gap (alpha / beta) (eV): 11.105 / 5.573
Total charge: +2
Strongest force on any atom (eV/A): 5.15

```
23
Properties=species:S:1:pos:R:3:mulliken_spin:R:1
C -0.497 -2.511 -1.391 0.06
C -0.712 -2.467 0.082 -0.02
C -0.321 -1.141 0.700 0.01
C 0.936 -0.680 0.778 0.01
N 1.207 0.781 1.281 0.00
N -0.539 -1.188 -2.076 0.75
H -1.499 -2.826 -1.810 0.08
H 0.198 -3.270 -1.809 0.08
H -0.133 -3.274 0.609 0.01
H -1.714 -2.724 0.306 0.01
H -1.184 -0.609 1.069 0.00
H 1.894 -1.214 0.441 0.00
H 0.370 1.321 1.248 0.00
H 1.620 0.869 2.211 0.00
H 1.861 1.161 0.660 0.00
H -0.343 -1.379 -3.043 -0.01
H 0.209 -0.515 -1.791 0.01
H 2.615 3.350 -0.487 0.00
H 0.980 3.539 -0.230 0.00
O 1.801 2.996 -0.195 0.00
H -2.580 3.189 1.160 0.00
H -2.049 2.193 0.034 0.00
O -1.971 2.484 0.943 0.00
```


Entry 4:
Density functional theory data (wB97M-V/def2-TZVPD) for a molecular structure, C66H58CaFN10O3P.

Energy above the lowest of the compared OMol25 structures with the same formula, charge and spin (kcal/mol): 114.2
Energy (eV): -120873.8510
HOMO-LUMO gap (eV): 4.714
Total charge: 0
Strongest force on any atom (eV/A): 2.60

```
140
Properties=species:S:1:pos:R:3:lowdin_charge:R:1
Ca 0.273 0.319 -0.275 1.37
C -0.526 2.583 -5.466 -0.10
C -1.422 1.996 -4.582 -0.09
N -1.112 0.910 -3.892 0.17
C 0.076 0.363 -4.104 -0.22
C 0.946 0.922 -5.044 -0.11
N 0.657 2.036 -5.704 0.09
C 0.436 -0.929 -3.447 -0.16
C 0.986 -1.865 -4.318 0.05
C 1.411 -3.101 -3.855 -0.12
C 1.136 -3.363 -2.523 0.04
C 0.601 -2.393 -1.682 -0.20
N 0.273 -1.164 -2.129 0.11
C 0.477 -2.676 -0.236 -0.20
C 1.039 -3.808 0.365 -0.07
N 1.042 -4.002 1.674 0.10
C 0.479 -3.063 2.425 -0.08
C -0.098 -1.943 1.852 -0.09
N -0.114 -1.758 0.540 0.03
C 2.193 -4.040 -4.692 -0.15
C 2.520 -3.739 -6.015 -0.01
C 3.355 -4.586 -6.723 -0.13
N 3.873 -5.703 -6.224 0.06
C 3.548 -6.006 -4.973 -0.13
C 2.727 -5.223 -4.178 -0.01
H -0.754 3.494 -6.005 0.11
H -2.431 2.371 -4.460 0.11
H 1.906 0.471 -5.278 0.12
H 1.083 -1.604 -5.360 0.11
H 1.363 -4.337 -2.121 0.09
H 1.533 -4.585 -0.204 0.11
H 0.506 -3.217 3.497 0.12
H -0.544 -1.162 2.450 0.10
H 2.146 -2.852 -6.504 0.10
H 3.632 -4.357 -7.746 0.11
H 3.974 -6.922 -4.580 0.11
H 2.534 -5.544 -3.165 0.10
C -3.357 -1.435 -3.134 -0.12
N -2.974 -0.790 -1.898 -0.20
C -3.272 -1.648 -0.761 -0.09
C -3.442 0.544 -1.675 -0.23
C -4.727 0.963 -2.217 -0.03
C -5.271 2.185 -2.076 -0.07
C -4.803 3.134 -1.025 -0.21
C -3.558 2.533 -0.285 -0.13
C -2.701 1.508 -1.017 -0.20
N -1.319 1.661 -1.008 -0.08
C -0.877 2.903 -1.359 -0.25
C -1.734 3.858 -1.974 -0.05
C -1.287 5.069 -2.459 -0.10
C 0.053 5.411 -2.369 -0.11
C 0.925 4.487 -1.816 -0.05
C 0.499 3.258 -1.331 -0.21
N 1.489 2.307 -0.851 -0.28
C 2.238 2.871 0.277 -0.06
C 2.417 1.958 -1.933 -0.07
H -4.414 -1.745 -3.159 0.08
H -2.747 -2.336 -3.264 0.08
H -3.161 -0.765 -3.967 0.07
H -4.345 -1.904 -0.700 0.09
H -2.985 -1.142 0.156 0.05
H -2.707 -2.582 -0.840 0.08
H -5.199 0.282 -2.916 0.10
H -6.117 2.488 -2.683 0.10
H -4.746 4.166 -1.384 0.14
H -2.937 3.297 0.183 0.15
H -2.774 3.594 -2.107 0.09
H -1.988 5.747 -2.934 0.10
H 0.420 6.354 -2.750 0.09
H 1.979 4.734 -1.774 0.10
H 2.802 3.767 -0.011 0.09
H 2.944 2.131 0.652 0.08
H 1.544 3.129 1.074 0.11
H 3.126 2.767 -2.152 0.09
H 1.848 1.759 -2.836 0.07
H 2.974 1.058 -1.669 0.08
C 6.535 1.398 3.671 -0.04
C 6.562 -0.077 3.276 -0.30
C 7.854 -0.392 2.535 -0.15
C 7.874 -1.846 2.085 -0.13
C 6.688 -2.092 1.194 -0.14
C 6.726 -3.045 0.201 0.05
C 5.619 -3.246 -0.616 -0.26
F 5.674 -4.209 -1.557 0.06
C 4.486 -2.494 -0.486 0.07
C 4.423 -1.531 0.527 -0.03
C 3.195 -0.737 0.666 -0.28
O 2.370 -0.708 -0.267 -0.09
C 3.082 -0.053 1.924 -0.02
C 4.183 0.070 2.714 0.03
N 5.404 -0.427 2.428 0.03
C 5.515 -1.336 1.386 -0.07
C 1.790 0.606 2.441 -0.63
O 1.813 0.992 3.609 0.03
O 0.828 0.695 1.623 -0.24
H 7.494 1.666 4.112 0.09
H 5.759 1.616 4.401 0.08
H 6.374 2.023 2.792 0.10
H 6.516 -0.693 4.181 0.16
H 8.697 -0.182 3.193 0.12
H 7.941 0.255 1.658 0.14
H 7.827 -2.508 2.956 0.13
H 8.796 -2.076 1.552 0.12
H 7.612 -3.649 0.055 0.13
H 3.630 -2.635 -1.133 0.12
H 4.064 0.627 3.633 0.14
C -6.196 -2.999 3.125 -0.10
C -6.628 -1.842 2.498 -0.08
C -5.787 -0.743 2.382 -0.08
C -4.502 -0.780 2.914 -0.38
C -4.090 -1.940 3.576 -0.12
C -4.922 -3.042 3.675 -0.09
P -3.222 0.529 2.702 1.12
C -4.220 1.960 2.212 -0.34
C -4.455 3.054 2.943 -0.07
C -5.142 4.208 2.369 -0.08
C -5.663 4.191 1.143 -0.05
C -5.625 2.969 0.277 -0.20
C -4.585 1.941 0.756 -0.23
C -2.850 0.910 4.455 -0.39
C -3.712 0.652 5.520 -0.09
C -3.324 0.960 6.814 -0.09
C -2.082 1.535 7.056 -0.09
C -1.224 1.803 6.000 -0.08
C -1.606 1.486 4.705 -0.10
H -6.850 -3.859 3.199 0.10
H -7.632 -1.788 2.097 0.10
H -6.150 0.150 1.890 0.10
H -3.112 -1.971 4.037 0.10
H -4.570 -3.930 4.186 0.10
H -4.154 3.102 3.983 0.10
H -5.229 5.097 2.984 0.10
H -6.190 5.055 0.752 0.11
H -6.645 2.598 0.123 0.15
H -4.851 0.933 0.443 0.11
H -4.690 0.224 5.338 0.11
H -3.995 0.755 7.639 0.10
H -1.787 1.765 8.072 0.10
H -0.251 2.243 6.173 0.10
H -0.928 1.664 3.879 0.09
```


Entry 5:
Density functional theory data (wB97M-V/def2-TZVPD) for a single C5H6O2 molecule.

Energy above the lowest of the compared OMol25 structures with the same formula, charge and spin (kcal/mol): 37.3
Energy (eV): -9375.4782
HOMO-LUMO gap (eV): 10.620
Structure (SMILES): O=C1CO[C@H]2C[C@@H]12
Total charge: 0
Strongest force on any atom (eV/A): 0.51

```
13
Properties=species:S:1:pos:R:3:nbo_charge:R:1
O 1.067 1.714 1.251 -0.51
C 0.709 0.901 0.437 0.58
C 1.593 -0.176 -0.192 -0.18
O 0.726 -1.118 -0.796 -0.50
C -0.604 -0.673 -0.689 0.10
C -1.329 -0.452 0.623 -0.43
C -0.680 0.698 -0.120 -0.38
H 2.235 -0.677 0.537 0.21
H 2.240 0.314 -0.938 0.21
H -1.200 -1.007 -1.532 0.21
H -0.942 -0.666 1.618 0.23
H -2.412 -0.535 0.566 0.23
H -1.216 1.534 -0.551 0.24
```


Entry 6:
Density functional theory data (wB97M-V/def2-TZVPD) for a single C6H12O molecule.

Energy above the lowest of the compared OMol25 structures with the same formula, charge and spin (kcal/mol): 26.4
Energy (eV): -8463.2096
HOMO-LUMO gap (eV): 10.454
Structure (SMILES): CC[C@H]1C[C@]1(C)O
Total charge: 0
Strongest force on any atom (eV/A): 0.68

```
19
Properties=species:S:1:pos:R:3:nbo_charge:R:1
C -1.344 0.686 1.529 -0.61
C -0.305 1.366 0.599 -0.41
C -0.130 0.691 -0.760 -0.25
C 1.212 0.406 -1.421 -0.43
C 0.396 -0.717 -0.877 0.23
C 0.868 -1.476 0.342 -0.63
O -0.195 -1.534 -1.855 -0.70
H -1.838 1.401 2.206 0.21
H -0.891 -0.081 2.162 0.20
H -2.144 0.224 0.937 0.20
H 0.675 1.444 1.091 0.20
H -0.698 2.375 0.499 0.21
H -0.913 0.910 -1.487 0.22
H 2.135 0.670 -0.908 0.21
H 1.265 0.472 -2.506 0.23
H 1.554 -2.274 0.041 0.22
H 0.019 -1.933 0.866 0.20
H 1.386 -0.821 1.050 0.21
H -1.053 -1.810 -1.507 0.47
```